82
Properties=species:S:1:pos:R:3 method="wB97M-V/def2-TZVPD" de_lowest_kcal_mol=19.2 e_tot_ev=-135098.107 total_charge=-2 multiplicity=2 max_force_ev_per_a=1.4
Sn -0.82551 -0.21628 0.03267
C 0.66407 -0.28484 4.80064
C 0.90451 -0.69873 3.34595
C 0.39936 -2.12962 3.14319
C 2.39947 -0.62076 3.02515
O 0.17396 0.14420 2.46206
Ge 0.01546 2.01410 2.61280
O -1.19908 1.90452 1.06731
C -2.35365 2.72285 0.89803
C -2.18978 4.06554 1.62103
C -3.58272 2.00441 1.46379
C -2.55121 2.97365 -0.59565
O 1.58943 2.26676 1.68180
C 2.09277 3.33751 0.92455
C 2.00165 4.65496 1.70766
C 1.32759 3.47372 -0.39460
C 3.55978 3.03107 0.62842
H 1.13524 -0.99506 5.48517
H -0.41108 -0.25596 4.99622
H 1.07421 0.71187 4.98869
H 0.81776 -2.80099 3.89947
H 0.69040 -2.49594 2.15454
H -0.69051 -2.14254 3.19897
H 2.98430 -1.24501 3.71015
H 2.73959 0.41710 3.08938
H 2.56464 -0.95753 2.00023
H -2.12394 3.90933 2.70016
H -3.04410 4.71247 1.40810
H -1.27467 4.56883 1.29235
H -3.44024 1.81808 2.53220
H -3.70466 1.03352 0.97973
H -4.48643 2.60306 1.31584
H -1.68088 3.48210 -1.01754
H -3.43937 3.58174 -0.78058
H -2.66138 2.01931 -1.11749
H 0.95580 4.88869 1.92690
H 2.43804 5.48058 1.13691
H 2.53494 4.55662 2.65792
H 0.27821 3.69369 -0.19428
H 1.36366 2.53041 -0.94519
H 1.74735 4.27156 -1.01403
H 4.12271 2.97172 1.56527
H 4.00119 3.80656 -0.00492
H 3.63536 2.06527 0.12248
O -2.41618 -0.98030 1.31186
N -3.42399 -1.75718 0.86265
N -3.30928 -1.98645 -0.46384
O -2.29790 -1.45535 -1.17702
C -4.21796 -2.77336 -1.09476
C -4.10023 -3.00529 -2.48764
C -5.00789 -3.82264 -3.13074
C -6.05564 -4.43968 -2.43441
C -6.17805 -4.20010 -1.06284
C -5.28962 -3.38575 -0.38509
H -3.28813 -2.52826 -3.01670
H -4.90600 -3.99033 -4.19905
H -6.75811 -5.08733 -2.94845
H -6.99072 -4.66645 -0.51223
H -5.38616 -3.20411 0.67447
F 6.54471 -5.77910 -0.33642
C 5.71236 -4.78832 -0.62185
C 6.20015 -3.54715 -0.95005
F 7.51961 -3.35682 -1.00187
C 5.32291 -2.51374 -1.23410
F 5.84673 -1.33363 -1.54755
C 3.94654 -2.68399 -1.20696
S 2.87067 -1.29708 -1.33907
C 3.49046 -3.94983 -0.88094
F 2.19012 -4.18905 -0.83762
C 4.35222 -4.99613 -0.60321
F 3.88206 -6.20714 -0.30824
N -0.40031 1.02600 -2.48132
C -0.46298 1.73815 -3.39286
C -0.51824 2.59526 -4.50951
C 0.21459 2.29170 -5.68384
N 0.80825 2.05173 -6.64887
C -1.31587 3.76934 -4.47231
N -1.96072 4.73028 -4.45919
C 1.86278 -1.74146 -2.78073
H 1.16624 -0.91271 -2.90769
H 1.30479 -2.65302 -2.58561
H 2.49653 -1.84330 -3.65786